No. 1
9
Properties=species:S:1:pos:R:3 method="wB97M-V/def2-TZVPD" homo_energy_ev=-9.73 smiles=I[SiH](I)I.C#C
I 0.258 -2.405 -2.188
Si -1.491 -1.003 -1.176
I -1.952 -1.734 1.126
I -3.537 -1.106 -2.544
H -1.023 0.363 -1.134
C 1.974 2.005 1.213
C 1.900 0.934 1.736
H 2.043 2.953 0.767
H 1.828 -0.006 2.201



No. 2
9
Properties=species:S:1:pos:R:3 method="wB97M-V/def2-TZVPD" homo_energy_ev=-9.74 smiles="N#CC(N)=O.I"
N 1.390 -0.013 0.528
C 0.427 0.456 0.144
C -0.736 1.220 -0.160
N -1.683 0.608 -0.887
O -0.671 2.361 0.328
H -1.374 -0.353 -1.140
H -2.631 0.932 -0.828
I 2.351 -3.334 0.779
H 2.927 -1.878 1.235



No. 3
8
Properties=species:S:1:pos:R:3 method="wB97M-V/def2-TZVPD" homo_energy_ev=-8.61
C 3.777 -0.817 -0.772
C 1.394 1.663 -0.398
O 4.249 -1.131 -1.780
S 1.078 0.004 -1.059
I 4.599 -0.016 1.027
H 2.240 1.818 0.300
H 0.607 1.903 0.180
H 1.564 2.465 -1.101



No. 4
8
Properties=species:S:1:pos:R:3 method="wB97M-V/def2-TZVPD" homo_energy_ev=-8.96
C -1.505 -0.292 0.166
C 1.314 0.186 -0.051
O -1.007 -1.241 0.620
S -0.048 1.165 -0.777
I -3.449 0.192 -0.132
H 1.805 -0.517 -0.881
H 0.859 -0.428 0.715
H 2.031 0.936 0.340



No. 5
8
Properties=species:S:1:pos:R:3 method="wB97M-V/def2-TZVPD" homo_energy_ev=-8.80 smiles=[PH2]#[PH]C#CI
P -1.826 0.724 0.046
P -0.977 -1.251 0.082
C 0.740 -0.926 0.046
C 1.850 -0.467 -0.240
I 3.642 0.434 -0.313
H -1.841 1.223 -1.250
H -0.602 1.393 0.215
H -0.986 -1.129 1.415



No. 6
9
Properties=species:S:1:pos:R:3 method="wB97M-V/def2-TZVPD" homo_energy_ev="-5.73 / -6.67"
H -2.668 0.344 2.557
O -3.172 -0.904 4.581
C -2.455 -0.694 3.440
C -2.087 -1.832 2.791
O -2.246 -3.038 3.375
Li -4.759 -1.771 4.159
Sn -2.479 -2.603 5.216
H -1.350 0.591 3.574
H -1.842 -1.816 1.722



No. 7
8
Properties=species:S:1:pos:R:3 method="wB97M-V/def2-TZVPD" homo_energy_ev="-2.88 / -2.88" total_charge=-1
C 1.683 -0.364 0.115
C -0.911 -0.057 0.068
N 2.429 -1.230 0.000
N 0.214 0.693 -0.503
O 0.303 1.914 -0.126
H -1.696 -0.376 -0.719
H -0.689 -1.106 0.290
H -1.333 0.526 0.874



No. 8
8
Properties=species:S:1:pos:R:3 method="wB97M-V/def2-TZVPD" homo_energy_ev="-17.31 / -16.19" smiles=C1#[N+]ONC1 total_charge=+1
C -0.761 1.161 0.003
N -1.699 0.306 -0.038
O -1.223 -0.907 -0.001
N 0.137 -0.867 0.041
C 0.554 0.497 0.025
H 0.642 -1.727 -0.174
H 1.241 0.759 -0.800
H 1.109 0.777 0.944



Record order is preserved below.
Relative energy (zero: lowest compared OMol25 entry of this formula, charge and spin): 1.639 0.487 2.957 1.358 0.000 2.877 2.810 7.135 eV